--- i ---
Below is a 2-piece molecular cluster, C3H5O3 overall, with properties calculated with ωB97M-V with the def2-TZVPD basis set.

Output
E_HOMO, eV: -3.91
Total charge: -1

CARTESIAN COORDINATES (ANGSTROEM)
O -2.048 1.795 1.028
C -1.473 0.811 0.608
C -1.770 0.150 -0.656
H -0.566 0.360 1.164
H -1.654 -0.938 -0.561
H -0.912 0.272 -1.369
H -2.622 0.544 -1.209
O 3.370 -1.150 1.271
C 2.736 -0.804 0.260
O 1.522 -0.782 -0.058
H 3.418 -0.258 -0.478

natural (NBO) population analysis, charges in e, atoms 1 to 6: number 1, O, carries -0.5762; number 2, C, carries 0.4307; number 3, C, carries -0.7527; number 4, H, carries 0.1548; number 5, H, carries 0.2513; number 6, H, carries 0.2740

--- ii ---
Below is a 2-piece molecular cluster, C3H5O3 overall, with properties calculated with ωB97M-V with the def2-TZVPD basis set.

Output
E_HOMO, eV: -4.43
Total charge: -1

CARTESIAN COORDINATES (ANGSTROEM)
C 0.545 2.663 -0.713
C 0.739 1.491 -0.083
O -0.221 0.842 0.589
H 1.382 3.343 -0.681
H -0.444 2.962 -1.034
H 1.682 0.946 -0.130
H -0.051 -0.131 0.561
O -0.799 -1.778 0.415
C -0.907 -3.028 0.355
O -0.778 -3.786 -0.616
H -1.147 -3.525 1.337

natural (NBO) population analysis, charges in e, atoms 1 to 6: number 1, C, carries -0.6114; number 2, C, carries 0.2007; number 3, O, carries -0.6894; number 4, H, carries 0.1903; number 5, H, carries 0.1989; number 6, H, carries 0.1442

We find i to be the most stable, with the next structure 0.0145 hartree higher.